No. 1
C10H14IN2O2 | the ωB97M-V functional and the def2-TZVPD basis

Results
E_HOMO (eV): -13.1
SMILES: COCCC[n+]1ncccc1CC(=O)I
Energy above the lowest of the compared OMol25 structures with the same formula, charge and spin (kcal per mole): 0.0
Orbital gap (eV): 8.33

The geometry in ORCA input format:
```
! wB97M-V def2-TZVPD RIJCOSX def2/J DEFGRID3
* xyz 1 1
C -2.85702 0.12140 0.60190
O -1.50474 -0.25720 0.76407
C -1.20829 -1.55859 0.29069
C -0.80109 -1.56920 -1.17841
C 0.49811 -0.84426 -1.53869
N 0.58076 0.47922 -0.88460
N -0.31479 1.33366 -1.38761
C -0.40543 2.51169 -0.83425
C 0.38147 2.91036 0.25322
C 1.31765 2.02344 0.72026
C 1.41645 0.76874 0.10263
C 2.47811 -0.19612 0.54461
C 1.95419 -1.24785 1.50260
O 1.36906 -0.99387 2.48171
I 2.41081 -3.28603 0.96700
H -3.53280 -0.63329 1.00283
H -3.00667 1.04245 1.15799
H -3.10517 0.31166 -0.44505
H -2.08182 -2.20393 0.40270
H -0.44102 -1.97276 0.94058
H -0.71059 -2.60606 -1.49733
H -1.60825 -1.14000 -1.76865
H 1.38802 -1.42914 -1.34238
H 0.48696 -0.62461 -2.60312
H -1.13611 3.18182 -1.26164
H 0.24670 3.89235 0.67889
H 1.97457 2.26141 1.54063
H 3.22994 0.36194 1.09874
H 2.98100 -0.63724 -0.30932
*
```

***

No. 2
C10H14IOP | the ωB97M-V functional and the def2-TZVPD basis

Results
E_HOMO (eV): -9.3
SMILES: CC(C)(C)[P@@](=O)(I)c1ccccc1
Energy above the lowest of the compared OMol25 structures with the same formula, charge and spin (kcal per mole): 23.2
Orbital gap (eV): 9.39

The geometry in ORCA input format:
```
! wB97M-V def2-TZVPD RIJCOSX def2/J DEFGRID3
* xyz 0 1
C -0.97642 -2.40674 0.11532
C 0.37137 -1.66127 0.19602
C 1.54603 -2.70453 0.17039
C 0.51985 -0.92704 1.56071
P 0.81784 -0.43492 -1.12259
O 2.51658 -0.35612 -1.26128
I -0.07338 -1.20950 -3.23126
C 0.03722 1.20822 -0.81531
C 0.77362 2.18704 -0.15975
C 0.22560 3.39031 0.30251
C -1.16148 3.60551 0.21858
C -1.90436 2.59039 -0.43896
C -1.35514 1.44912 -0.94592
H -1.91278 -1.91571 -0.02914
H -1.02371 -3.10296 -0.70424
H -1.28748 -2.80297 1.00721
H 1.35434 -3.34687 1.02802
H 2.48612 -2.19946 0.16379
H 1.50474 -3.31657 -0.67755
H 1.40738 -0.46409 1.71056
H -0.26125 -0.06482 1.51263
H 0.26358 -1.75482 2.34750
H 1.81822 2.09304 -0.29561
H 0.90918 4.12730 0.74632
H -1.59145 4.48593 0.73570
H -2.99003 2.52970 -0.47646
H -2.01418 1.00183 -1.65719
*
```

***

No. 3
C10H14N2O2S | the ωB97M-V functional and the def2-TZVPD basis

Results
E_HOMO (eV): -8.0
Energy above the lowest of the compared OMol25 structures with the same formula, charge and spin (kcal per mole): 161.4
Orbital gap (eV): 8.46

The geometry in ORCA input format:
```
! wB97M-V def2-TZVPD RIJCOSX def2/J DEFGRID3
* xyz 0 1
C 2.27734 2.24622 -0.24301
C 3.09230 0.06322 -0.54474
C 1.25760 1.80544 0.61934
C 2.07649 -0.40981 0.23464
C 3.28281 1.43124 -0.67470
C 1.25242 0.45155 0.95765
C -3.31474 -1.08002 -0.05722
C 4.35325 1.90001 -1.58037
C -3.03929 -2.49821 0.06958
C -4.57398 -0.54335 -0.56487
N 0.76654 -1.39052 2.48557
N -2.46156 -0.14082 0.27976
O -1.24051 -0.62289 0.78905
O -2.72165 1.05582 0.16514
S -0.04789 -0.18886 2.02497
H 2.35295 3.23307 -0.64842
H 3.58170 -0.72310 -1.06562
H 0.71446 2.70007 0.93266
H 1.80035 -1.44384 0.50625
H 5.03423 2.60520 -1.06331
H 4.95356 1.02627 -1.87879
H 4.01321 2.42030 -2.49453
H -2.41807 -2.69820 0.85018
H -2.74348 -3.13193 -0.80954
H -3.95729 -3.08257 0.25936
H -5.21472 -1.34362 -0.86194
H -5.06997 0.04209 0.34133
H -4.48413 0.11796 -1.38655
H 0.47806 -1.80072 3.35813
*
```

***

No. 4
C10H14N2S | the ωB97M-V functional and the def2-TZVPD basis

Results
E_HOMO (eV): -8.4
SMILES: C=C(C(=S)NC(C)C)n1cccc1
Energy above the lowest of the compared OMol25 structures with the same formula, charge and spin (kcal per mole): 73.1
Orbital gap (eV): 9.12

The geometry in ORCA input format:
```
! wB97M-V def2-TZVPD RIJCOSX def2/J DEFGRID3
* xyz 0 1
C -1.25938 0.88334 -2.03563
C -1.18329 1.04154 -0.71642
C -1.99250 0.20179 0.21878
S -3.39487 0.61178 0.97392
N -1.47108 -0.94884 0.41818
C -0.26839 -1.54793 -0.14504
C -0.71372 -2.88564 -0.80349
C 0.62759 -1.97957 1.08429
N -0.33442 2.10800 -0.09756
C 0.70742 2.70585 -0.80819
C 1.40438 3.45567 0.06737
C 0.72132 3.34008 1.36713
C -0.41398 2.61210 1.21075
H -0.96417 1.59223 -2.76014
H -1.81328 -0.04707 -2.32364
H -1.99441 -1.47030 1.09922
H 0.17006 -0.75126 -0.82943
H -1.00753 -3.58634 -0.03239
H -1.68694 -2.70782 -1.25728
H -0.04345 -3.37023 -1.37789
H 0.01134 -2.58703 1.68130
H 1.22553 -1.17388 1.66754
H 1.37750 -2.58130 0.59628
H 1.06826 2.42324 -1.79633
H 2.33525 3.89238 -0.14024
H 0.95987 3.85525 2.17928
H -1.22894 2.32406 1.88906
*
```

***

No. 5
C10H14N3S | the ωB97M-V functional and the def2-TZVPD basis

Results
E_HOMO (eV): -11.5
SMILES: C=C[C@H]([NH+]=C(N)N)Sc1ccccc1
Energy above the lowest of the compared OMol25 structures with the same formula, charge and spin (kcal per mole): 13.3
Orbital gap (eV): 8.46

The geometry in ORCA input format:
```
! wB97M-V def2-TZVPD RIJCOSX def2/J DEFGRID3
* xyz 1 1
C -2.06787 -0.41235 2.46442
C -1.99424 0.46644 1.46165
C -0.76502 0.45638 0.45494
N -0.60905 1.87385 0.00150
C -0.29385 2.98295 0.74511
N 0.07991 4.18378 0.12612
N -0.07397 2.87798 2.05697
S -1.20357 -0.36251 -1.16676
C 0.03700 -1.61598 -1.25651
C -0.24135 -2.79491 -1.90767
C 0.78896 -3.65627 -2.20197
C 2.09558 -3.38664 -1.91881
C 2.36809 -2.19976 -1.29612
C 1.38104 -1.26528 -1.03970
H -2.85922 -0.22696 3.27809
H -1.18756 -1.11367 2.71294
H -2.77917 1.20569 1.15423
H 0.18517 -0.07898 0.90436
H -0.36483 1.84452 -1.00396
H -0.02874 5.18971 0.59219
H 0.33214 4.29869 -0.77486
H 0.41225 3.54988 2.59308
H -0.48195 2.13977 2.64379
H -1.23877 -3.07722 -2.14198
H 0.40627 -4.68740 -2.46900
H 2.95265 -3.98666 -2.17801
H 3.54536 -1.98781 -1.18570
H 1.60474 -0.21721 -0.64834
*
```

***

No. 6
C10H14N4 | the ωB97M-V functional and the def2-TZVPD basis

Results
E_HOMO (eV): -15.7
Energy above the lowest of the compared OMol25 structures with the same formula, charge and spin (kcal per mole): 46.8
Orbital gap (eV): 7.92

The geometry in ORCA input format:
```
! wB97M-V def2-TZVPD RIJCOSX def2/J DEFGRID3
* xyz 2 1
C -4.66461 0.30560 -0.32433
C -4.27743 0.44906 1.00721
C -3.60613 0.03453 -1.20396
C 3.92541 1.44271 0.26781
C -2.01383 0.22412 0.48714
C 1.60322 0.97066 -0.23410
C -0.53019 0.20652 0.78571
C 0.21546 0.79923 -0.50674
C 4.60608 0.54706 0.94177
C 2.15724 -2.86200 -1.43106
N -2.37349 0.07198 -0.75021
N 2.64693 1.33117 0.14501
N -3.01884 0.33869 1.39444
N 2.32069 -1.63954 -1.22040
H -5.74848 0.34134 -0.53059
H -5.08010 0.57573 1.74007
H -3.62809 -0.35007 -2.19119
H 4.25947 2.43390 0.05226
H -0.36341 0.95532 1.64333
H -0.18709 -0.76415 0.98745
H -0.17450 1.74641 -0.76036
H 0.12913 -0.07110 -1.27366
H 5.63947 0.48954 1.10925
H 4.07572 -0.28806 1.43370
H 2.81800 -3.66468 -1.37908
H 1.05759 -3.09829 -1.77092
H -2.92946 0.69435 2.39913
H 3.14127 -1.22005 -0.81769
*
```

***

No. 7
C10H14O3 | the ωB97M-V functional and the def2-TZVPD basis

Results
E_HOMO (eV): -7.9
SMILES: C[C@H](O)CCc1ccc(O)cc1O
Energy above the lowest of the compared OMol25 structures with the same formula, charge and spin (kcal per mole): 71.5
Orbital gap (eV): 8.50

The geometry in ORCA input format:
```
! wB97M-V def2-TZVPD RIJCOSX def2/J DEFGRID3
* xyz 0 1
C -3.75490 -0.43847 0.15783
C -2.37644 -0.30076 -0.86387
O -1.47749 -1.51273 -0.57120
C -1.45073 0.99769 -0.62646
C -0.56802 0.96880 0.68302
C 0.82097 0.69155 0.52960
C 1.95446 1.52351 0.31887
C 3.12744 1.07206 -0.22867
C 3.34532 -0.30555 -0.25073
O 4.55581 -0.93829 -0.65067
C 2.41049 -1.20850 0.16838
C 1.23966 -0.71295 0.70893
O 0.30847 -1.47400 1.28122
H -3.56028 -0.63113 1.23556
H -4.26040 0.62761 0.12177
H -4.43109 -1.19300 -0.13344
H -2.62157 -0.22626 -1.84141
H -0.81511 -1.70238 -1.30376
H -1.03715 1.49634 -1.51889
H -2.03737 1.77853 -0.32065
H -1.22162 0.49594 1.41834
H -0.66555 2.03369 1.10308
H 1.73245 2.59546 0.26721
H 4.11282 1.74477 -0.31710
H 4.64648 -1.81671 -0.39081
H 2.57268 -2.35781 0.23125
H -0.54937 -1.20740 0.79258
*
```

***

No. 8
C10H14O4 | the ωB97M-V functional and the def2-TZVPD basis

Results
E_HOMO (eV): -8.0
SMILES: CC=C(OC)OC.O=Cc1ccco1
Energy above the lowest of the compared OMol25 structures with the same formula, charge and spin (kcal per mole): 78.9
Orbital gap (eV): 8.19

The geometry in ORCA input format:
```
! wB97M-V def2-TZVPD RIJCOSX def2/J DEFGRID3
* xyz 0 1
C -1.27210 2.72569 -0.22393
C -0.22603 1.91491 -0.93798
C 0.67392 1.21831 -0.28383
O 1.69068 0.50199 -0.89705
C 1.96444 0.55169 -2.28329
O 0.58571 1.18950 1.05888
C 1.67265 0.64545 1.80862
H -2.36302 2.62975 -0.37797
H -1.22426 3.80617 -0.56891
H -1.12825 2.72754 0.93030
H -0.49433 1.87024 -2.03205
H 1.98860 1.56747 -2.67650
H 1.17595 -0.06155 -2.87856
H 2.92868 0.12371 -2.31500
H 1.87416 -0.32595 1.57868
H 1.46227 0.79565 2.86495
H 2.62097 1.16323 1.75320
O 1.61596 -3.15340 0.62679
C 0.61466 -2.88133 1.25614
C -0.57340 -2.29606 0.68116
C -1.80339 -2.14593 1.25041
C -2.54873 -1.50193 0.19188
C -1.80410 -1.53613 -0.92620
O -0.55635 -1.93639 -0.63847
H 0.56093 -3.16326 2.36700
H -2.05810 -2.48230 2.17031
H -3.48024 -1.01569 0.30927
H -1.89729 -0.93136 -1.80786
*
```

***

No. 9
C10H14OS2 | the ωB97M-V functional and the def2-TZVPD basis

Results
E_HOMO (eV): -8.6
SMILES: Oc1ccccc1.C1CSCCS1
Energy above the lowest of the compared OMol25 structures with the same formula, charge and spin (kcal per mole): 0.0
Orbital gap (eV): 9.26

The geometry in ORCA input format:
```
! wB97M-V def2-TZVPD RIJCOSX def2/J DEFGRID3
* xyz 0 1
O 0.60181 -0.12896 -2.08545
C 0.52253 -1.49584 -1.99552
C -0.09978 -2.16761 -3.04818
C -0.20934 -3.55552 -3.01152
C 0.29776 -4.27979 -1.93137
C 0.91826 -3.60233 -0.88311
C 1.03224 -2.21226 -0.91184
H 1.06197 0.20976 -1.27943
H -0.49377 -1.58445 -3.89097
H -0.70014 -4.07847 -3.84294
H 0.20892 -5.37392 -1.90711
H 1.32189 -4.15871 -0.02688
H 1.52132 -1.68011 -0.08527
C 0.37337 3.76680 1.52291
C -0.92026 3.52793 0.75763
S -2.16164 2.62204 1.71264
C -1.22819 1.10580 2.03418
C 0.06545 1.34468 2.79946
S 1.30683 2.25056 1.84445
H 0.16731 4.28912 2.47694
H 1.05723 4.40487 0.93075
H -0.71552 2.99527 -0.19095
H -1.40033 4.49288 0.50494
H -1.91205 0.46773 2.62634
H -1.02213 0.58348 1.08015
H -0.13929 1.87733 3.74805
H 0.54551 0.37972 3.05215
*
```

***

No. 10
C10H14OSi2 | the ωB97M-V functional and the def2-TZVPD basis

Results
E_HOMO (eV): -9.3
SMILES: C=C[Si](C=C)(O[SiH3])c1ccccc1
Energy above the lowest of the compared OMol25 structures with the same formula, charge and spin (kcal per mole): 0.0
Orbital gap (eV): 10.11

The geometry in ORCA input format:
```
! wB97M-V def2-TZVPD RIJCOSX def2/J DEFGRID3
* xyz 0 1
C -0.26347 -2.12956 2.03244
C -1.25720 -1.28275 1.62927
Si -0.96710 -0.15208 0.03010
C -1.37051 -1.17241 -1.58670
C -1.34312 -2.49245 -1.79344
O -1.77894 1.26599 0.14318
Si -3.13773 2.06368 -0.34330
C 0.83591 0.38334 0.00248
C 1.85523 -0.32783 -0.59943
C 3.21892 0.00643 -0.52794
C 3.51946 1.13467 0.28623
C 2.51042 1.92234 0.71987
C 1.19888 1.58617 0.53145
H -0.29207 -2.70738 2.92081
H 0.73352 -1.97001 1.59499
H -2.25479 -1.22454 1.95913
H -1.59798 -0.51970 -2.46629
H -1.01064 -2.91319 -2.74941
H -1.23680 -3.30712 -1.04725
H -4.01159 1.22839 -1.06166
H -3.86668 2.91409 0.63132
H -2.82092 3.24546 -1.03690
H 1.49827 -1.20177 -1.13951
H 4.01831 -0.67957 -0.86453
H 4.53753 1.32206 0.63286
H 2.95242 2.78571 1.28981
H 0.33068 2.22204 0.81241
*
```

***

No. 11
C10H14Si2 | the ωB97M-V functional and the def2-TZVPD basis

Results
E_HOMO (eV): -8.3
SMILES: [SiH3][SiH](C1=CC=CC1)C1=CC=CC1
Energy above the lowest of the compared OMol25 structures with the same formula, charge and spin (kcal per mole): 16.3
Orbital gap (eV): 8.97

The geometry in ORCA input format:
```
! wB97M-V def2-TZVPD RIJCOSX def2/J DEFGRID3
* xyz 0 1
Si 2.18919 -0.96779 2.31279
Si 0.63984 0.35875 1.14523
C -1.10677 -0.32552 0.95125
C -1.52960 -1.34967 0.16914
C -2.96518 -1.50579 0.23826
C -3.45366 -0.62295 1.10843
C -2.33896 0.23162 1.63374
C 1.20575 0.49996 -0.65009
C 1.47982 -0.39930 -1.61829
C 1.71681 0.18284 -2.94429
C 1.61516 1.51478 -2.81329
C 1.06560 1.81077 -1.41502
H 2.68936 -2.27705 2.03678
H 1.44410 -1.25842 3.64199
H 3.41852 -0.29532 1.78202
H 0.59892 1.58567 1.87805
H -1.00238 -1.78767 -0.62629
H -3.64889 -2.08874 -0.43112
H -4.42449 -0.16320 1.07262
H -2.36929 1.18528 1.09548
H -2.39080 0.10952 2.69699
H 1.50260 -1.46532 -1.48388
H 2.17070 -0.20993 -3.83187
H 1.83692 2.30948 -3.58836
H 1.58868 2.70878 -1.04690
H 0.06803 2.21922 -1.31336
*
```

***

No. 12
C10H15AlClFTi | the ωB97M-V functional and the def2-TZVPD basis

Results
E_HOMO (spin up / spin down) (eV): -2.9 / -4.9
Energy above the lowest of the compared OMol25 structures with the same formula, charge and spin (kcal per mole): 0.0
Orbital gap (spin up / spin down) (eV): 5.76 / 7.79

The geometry in ORCA input format:
```
! wB97M-V def2-TZVPD RIJCOSX def2/J DEFGRID3
* xyz -1 2
Ti 0.00691 -0.81880 -2.32159
Cl 0.92686 -2.54381 -1.23814
C 1.53229 0.41493 -2.94929
C -1.02715 -1.57209 -3.93056
H 1.37102 0.77222 -3.97282
H 1.58779 1.28261 -2.28456
H 2.47671 -0.13814 -2.89321
H -0.87003 -0.96407 -4.83099
H -2.09269 -1.55814 -3.67101
H -0.68562 -2.60464 -4.08196
Al -1.23472 -0.28257 0.49894
C -2.33742 -1.67849 1.30398
C -1.36309 0.45356 -1.20613
H -3.38698 -1.41507 1.02799
H -2.07755 -2.69148 0.92064
H -2.22028 -1.62169 2.40061
H -2.30292 0.33191 -1.83439
H -0.91954 1.48227 -1.46469
F 2.52250 2.40546 4.47257
C 1.76769 1.74038 3.53703
C 2.35514 0.77021 2.74907
C 1.61022 0.08221 1.80885
C 0.23604 0.38086 1.66987
C -0.34995 1.39426 2.46307
C 0.43455 2.06645 3.40321
H 3.42056 0.54191 2.87833
H 2.02887 -0.69374 1.17716
H -1.39376 1.62368 2.34193
H -0.01546 2.83984 4.02609
*
```